[1]
C2H2O6Tl | ωB97M-V with the def2-TZVPD basis set

The geometry in ORCA input format:
```
! wB97M-V def2-TZVPD RIJCOSX def2/J DEFGRID3
* xyz 1 1
Tl -0.371 -0.558 0.273
O 2.507 1.252 4.052
C 1.243 1.457 3.484
O 0.355 2.172 3.984
O 0.854 0.855 2.490
H 2.775 0.450 3.598
O -2.160 -0.817 -4.368
C -1.245 -1.401 -3.581
O -1.323 -1.003 -2.414
O -0.251 -1.936 -4.015
H -2.385 -0.471 -3.501
*
```

Properties
- Largest force on an atom: 4.23 eV/Å
- Energy above the lowest of the compared OMol25 structures with the same formula, charge and spin: 87.8 kcal per mole
- E_LUMO: -11.27 eV
- HOMO energy: -13.21 eV
- E_tot: -19069.9675 eV
- Orbital gap: 1.9300 eV

[2]
C2H2OP2 | ωB97M-V with the def2-TZVPD basis set

The geometry in ORCA input format:
```
! wB97M-V def2-TZVPD RIJCOSX def2/J DEFGRID3
* xyz 0 1
C -1.380 -0.037 1.328
C 1.146 0.162 -0.144
O -0.509 -0.744 -2.271
P 0.077 0.602 1.142
P 0.837 -0.381 -1.810
H -2.184 -0.313 2.000
H 2.012 0.710 -0.246
*
```

Properties
- Largest force on an atom: 2.52 eV/Å
- Energy above the lowest of the compared OMol25 structures with the same formula, charge and spin: 85.5 kcal per mole
- E_LUMO (spin up / spin down): -2.40 / -2.41 eV
- HOMO energy (spin up / spin down): -8.96 / -8.96 eV
- E_tot: -22726.4774 eV
- Structure (SMILES): C#P=CP=O
- Orbital gap (spin up / spin down): 6.5608 / 6.5545 eV

[3]
C2H2P2S2 | ωB97M-V with the def2-TZVPD basis set

The geometry in ORCA input format:
```
! wB97M-V def2-TZVPD RIJCOSX def2/J DEFGRID3
* xyz 0 1
C -0.775 -0.557 -0.223
C -0.754 0.595 -0.938
P -2.247 -1.578 0.080
P -3.668 -0.140 -0.813
S -2.077 1.818 -1.156
S -3.358 0.352 1.162
H 0.116 -0.925 0.188
H 0.158 1.040 -1.302
*
```

Properties
- Largest force on an atom: 3.58 eV/Å
- Energy above the lowest of the compared OMol25 structures with the same formula, charge and spin: 41.2 kcal per mole
- E_LUMO: -1.26 eV
- HOMO energy: -8.21 eV
- E_tot: -42352.6345 eV
- Structure (SMILES): C1=CP2#S#P2S1
- Orbital gap: 6.9590 eV

[4]
C2H2S | ωB97M-V with the def2-TZVPD basis set

The geometry in ORCA input format:
```
! wB97M-V def2-TZVPD RIJCOSX def2/J DEFGRID3
* xyz 0 1
C 0.122 -0.436 -0.220
C -0.282 0.735 0.063
S -0.485 -0.487 1.353
H 0.749 -1.638 -1.067
H -0.103 1.826 -0.128
*
```

Properties
- Largest force on an atom: 7.06 eV/Å
- Energy above the lowest of the compared OMol25 structures with the same formula, charge and spin: 89.1 kcal per mole
- E_LUMO: -0.05 eV
- HOMO energy: -7.61 eV
- E_tot: -12936.1220 eV
- Orbital gap: 7.5565 eV

[5]
C2H2S | ωB97M-V with the def2-TZVPD basis set

The geometry in ORCA input format:
```
! wB97M-V def2-TZVPD RIJCOSX def2/J DEFGRID3
* xyz 0 1
C -0.026 0.565 1.502
C 0.299 -0.073 0.551
S 0.916 -1.889 -1.822
H -0.290 1.178 2.325
H 0.196 -1.047 -2.559
*
```

Properties
- Largest force on an atom: 3.86 eV/Å
- Energy above the lowest of the compared OMol25 structures with the same formula, charge and spin: 132.4 kcal per mole
- E_LUMO (spin up / spin down): -4.00 / -4.00 eV
- HOMO energy (spin up / spin down): -10.49 / -10.50 eV
- E_tot: -12934.2459 eV
- Orbital gap (spin up / spin down): 6.4922 / 6.5005 eV

[6]
C2H2S2 | ωB97M-V with the def2-TZVPD basis set

The geometry in ORCA input format:
```
! wB97M-V def2-TZVPD RIJCOSX def2/J DEFGRID3
* xyz 0 1
C -1.475 -0.306 0.581
C 1.482 0.706 0.233
S -0.908 -1.817 0.630
S 0.905 1.698 -0.909
H -2.068 -2.529 0.879
H 2.064 2.247 -1.414
*
```

Properties
- Largest force on an atom: 0.66 eV/Å
- Energy above the lowest of the compared OMol25 structures with the same formula, charge and spin: 168.2 kcal per mole
- E_LUMO (spin up / spin down): -0.22 / -0.26 eV
- HOMO energy (spin up / spin down): -8.54 / -8.52 eV
- E_tot: -23768.3219 eV
- Orbital gap (spin up / spin down): 8.3126 / 8.2673 eV

largest force on an atom of number 3 (C2H2P2S2)?
3.58 eV/Å